Entry from the OMol25 dataset: C13H19ILaN5O as an isolated structure in a non-equilibrium geometry (ωB97M-V/def2-TZVPD).

Each line ends with the Löwdin charge.
CARTESIAN COORDINATES (ANGSTROEM)
C  0.2434  0.0946  -5.6100  -0.642
I  0.3150  0.4233  -3.4912  0.301
H  -0.6678  -0.4665  -5.8218  -0.051
H  1.1098  -0.4793  -5.9311  -0.059
H  0.2171  1.0430  -6.1454  -0.059
C  -1.2552  3.6815  1.5796  -0.087
C  -2.2915  3.3069  0.7845  -0.098
N  -1.9304  2.1292  0.1768  -0.142
C  -0.6448  1.8307  0.5375  -0.408
N  -0.2500  2.7678  1.4289  -0.092
H  -1.1431  4.5545  2.2203  0.105
H  -3.2617  3.7439  0.5636  0.099
C  1.8826  -3.6182  1.0802  -0.077
C  0.7578  -1.7368  0.5571  -0.298
N  1.6838  -2.2893  1.3700  -0.120
H  0.9311  -4.8561  -0.5061  0.110
N  0.3574  -2.7958  -0.2534  -0.190
H  2.5832  -4.1946  1.6523  0.110
La  -1.2764  -0.7878  0.4935  0.804
C  0.2216  0.8797  -0.1538  -0.683
O  1.4256  1.0145  -0.3218  -0.233
C  1.0895  -3.9387  0.0413  -0.074
C  -0.4921  -2.6937  -1.4355  -0.169
H  -1.5332  -2.9898  -1.2062  0.029
H  -0.1206  -3.3764  -2.2191  0.099
H  -0.4503  -1.6741  -1.8762  -0.041
C  2.4196  -1.5790  2.4025  -0.032
H  3.3982  -2.0534  2.4892  0.080
H  1.8816  -1.6381  3.3563  0.068
H  2.5258  -0.5259  2.1080  0.096
C  1.0036  2.8099  2.1818  -0.034
H  1.3593  3.8484  2.1864  0.076
H  1.7389  2.1682  1.6864  0.072
H  0.8418  2.4626  3.2165  0.067
C  -2.7788  1.4245  -0.8019  -0.128
H  -2.2189  1.0797  -1.6927  0.040
H  -3.5416  2.1376  -1.1223  0.077
H  -3.3534  0.5999  -0.3223  0.017
N  -0.2100  -0.0454  3.9510  -0.101
C  -0.5667  -0.2615  2.8470  -0.434

Cartesian forces, eV/Å:
-0.270 -0.167 -0.408
0.088 0.111 -0.264
0.059 0.036 0.066
0.109 -0.021 0.216
0.022 0.126 0.246
-0.794 0.806 -0.111
-0.470 0.833 0.900
-1.972 -0.891 -1.445
2.743 -2.923 -1.628
0.902 1.801 1.373
-0.109 -0.296 -0.255
0.380 0.008 0.345
0.340 -0.153 0.005
2.503 -2.488 0.050
-0.227 0.169 -0.627
0.132 0.097 0.141
1.514 -0.269 0.094
0.076 -0.204 -0.050
-4.170 1.994 0.215
-3.557 -0.242 -0.163
3.543 0.903 0.103
-0.534 0.023 0.010
0.011 -0.156 -0.718
0.080 0.005 -0.029
-0.149 0.389 0.413
0.114 -0.488 0.228
-0.196 0.270 0.176
0.016 0.122 0.009
0.118 0.124 -0.223
-0.105 -0.393 0.062
-0.496 -0.212 -0.077
0.047 -0.158 0.018
-0.221 0.135 -0.034
0.076 0.054 -0.370
0.251 0.906 0.702
0.075 0.028 0.528
-0.038 -0.018 -0.109
0.032 0.098 -0.472
-0.473 -0.274 -1.675
0.550 0.313 2.758

Results
charge	-2
energy	-1184.72883	a.u.
HOMO level (spin up / spin down)	0.063 / 0.080	Ha
energy relative to the best compared isomer or geometry (same formula, charge and spin)	64.7	kJ/mol
LUMO level (spin up / spin down)	4.3 / 4.0	eV